1.
Below is a structure of composition C17H38BrN3O8S, with properties calculated with ωB97M-V/def2-TZVPD.

The calculation puts the energy at -4408.7065 Eh. The spin multiplicity is 1.

Each line ends with the Löwdin charge.
Cartesian coordinates (Å):
C (1.79, -1.91, -2.96)  -0.0312
C (1.75, -1.40, -4.41)  -0.3860
O (3.06, -0.95, -4.74)  -0.0305
C (0.71, -0.23, -4.56)  -0.0852
O (-0.24, -0.60, -5.59)  -0.0284
C (-1.54, -0.59, -5.16)  -0.4194
O (-2.10, 0.71, -4.93)  -0.1087
S (-2.34, 0.90, -3.31)  0.7201
O (-3.64, 1.45, -2.88)  -0.2405
O (-1.31, 1.85, -2.85)  -0.2659
O (-1.98, -0.63, -2.71)  -0.1718
C (-1.95, -1.42, -3.89)  -0.7461
Br (-3.91, -1.80, -4.21)  0.8407
O (-1.43, -2.70, -3.67)  -0.0752
N (-1.05, -3.29, -4.87)  0.0138
O (-0.55, -4.32, -4.62)  0.1261
H (0.82, -2.31, -2.62)  0.0695
H (2.10, -1.08, -2.30)  0.0926
H (2.52, -2.72, -2.88)  0.0894
H (1.46, -2.19, -5.13)  0.1372
H (3.01, -0.64, -5.64)  0.0884
H (1.28, 0.65, -4.92)  0.1463
H (0.26, 0.07, -3.60)  0.1121
H (-2.11, -1.09, -5.96)  0.1376
C (-2.18, 0.21, 3.98)  -0.0857
C (-2.49, 1.33, 2.99)  -0.2711
N (-2.13, 0.99, 1.62)  -0.1929
C (-2.13, 2.14, 0.73)  -0.2413
C (-3.47, 2.84, 0.47)  -0.0788
C (-2.72, -0.22, 1.09)  -0.2466
C (-4.25, -0.34, 1.07)  -0.0749
H (-1.14, -0.10, 3.91)  0.0653
H (-2.36, 0.57, 5.00)  0.0729
H (-2.82, -0.66, 3.83)  0.0658
H (-1.91, 2.21, 3.29)  0.1168
H (-3.55, 1.61, 3.08)  0.1002
H (-1.70, 1.84, -0.23)  0.0929
H (-1.43, 2.88, 1.13)  0.1111
H (-4.12, 2.26, -0.17)  0.0469
H (-3.29, 3.80, -0.03)  0.0756
H (-4.00, 3.07, 1.40)  0.0667
H (-2.32, -1.07, 1.65)  0.0994
H (-2.34, -0.38, 0.07)  0.1023
H (-4.69, -0.04, 2.02)  0.0680
H (-4.53, -1.38, 0.90)  0.0730
H (-4.69, 0.26, 0.28)  0.0563
C (1.19, -0.83, 1.57)  -0.0881
C (2.53, -1.00, 2.26)  -0.2723
N (3.45, 0.08, 2.00)  -0.1975
C (4.82, -0.21, 2.40)  -0.2532
C (5.10, -0.43, 3.89)  -0.0895
C (2.97, 1.42, 2.32)  -0.2457
C (2.52, 1.69, 3.75)  -0.0821
H (1.32, -0.67, 0.49)  0.0711
H (0.58, -1.73, 1.70)  0.0736
H (0.62, 0.01, 1.97)  0.0490
H (2.97, -1.93, 1.89)  0.1167
H (2.35, -1.15, 3.34)  0.0999
H (5.48, 0.58, 2.02)  0.1106
H (5.14, -1.11, 1.86)  0.1081
H (5.08, 0.51, 4.44)  0.0540
H (6.10, -0.84, 4.01)  0.0697
H (4.40, -1.12, 4.34)  0.0659
H (2.13, 1.64, 1.65)  0.1010
H (3.74, 2.15, 2.04)  0.1142
H (1.87, 0.90, 4.14)  0.0629
H (1.95, 2.62, 3.79)  0.0711
H (3.36, 1.81, 4.43)  0.0532

***

2.
Below is a structure of composition C27H46BrClF7I2N2O10S, with properties calculated with ωB97M-V/def2-TZVPD.

The calculation puts the energy at -6644.6572 Eh. The spin multiplicity is 1. The total charge is +1.

Each line ends with the Löwdin charge.
Cartesian coordinates (Å):
C (-3.08, 0.88, -2.42)  -0.1336
C (-3.92, -0.25, -2.94)  -0.8172
I (-5.83, -0.34, -2.08)  0.9764
C (-3.51, -1.11, -3.87)  -0.8240
I (-4.74, -2.64, -4.65)  0.9738
N (-2.15, -1.13, -4.46)  -0.0689
C (-1.05, -1.34, -3.43)  -0.1540
C (0.15, -0.42, -3.52)  -0.6507
Br (1.53, -1.35, -2.52)  0.9364
N (0.54, -0.02, -4.87)  -0.1608
S (1.23, -1.24, -5.78)  0.6981
O (2.63, -1.23, -5.62)  -0.2188
O (0.61, -2.52, -5.54)  -0.2418
C (0.97, -0.87, -7.56)  -0.4299
F (1.31, 0.39, -7.86)  0.1324
F (-0.34, -0.99, -7.88)  0.1057
C (1.80, -1.82, -8.49)  -0.3779
F (2.14, -2.96, -7.90)  0.1745
F (1.03, -2.12, -9.54)  0.1776
C (3.10, -1.15, -9.07)  -0.5375
F (3.81, -0.56, -8.11)  0.1906
F (3.83, -2.16, -9.57)  0.1828
F (2.81, -0.31, -10.05)  0.1958
C (-0.57, 0.69, -5.52)  -0.3067
C (-0.70, 2.13, -4.97)  -0.1505
C (0.67, 2.81, -4.76)  -0.1482
C (1.02, 3.09, -3.29)  -0.1583
C (2.47, 2.87, -2.97)  -0.1953
O (2.85, 1.53, -3.30)  -0.0842
C (4.08, 1.20, -2.83)  -0.3300
O (4.80, 0.40, -3.39)  0.0864
C (-1.89, -0.13, -5.58)  -0.5080
Cl (-3.26, 0.94, -5.89)  0.8188
H (-3.15, 1.70, -3.13)  0.0705
H (-3.53, 1.25, -1.51)  0.0560
H (-2.06, 0.63, -2.17)  0.0668
H (-2.17, -2.03, -4.93)  0.0960
H (-1.47, -1.29, -2.45)  0.1195
H (-0.69, -2.36, -3.52)  0.0990
H (-0.02, 0.46, -2.93)  0.0712
H (-0.32, 0.87, -6.55)  0.1263
H (-1.21, 2.74, -5.70)  0.1004
H (-1.21, 2.16, -4.02)  0.0823
H (1.47, 2.29, -5.27)  0.1125
H (0.61, 3.79, -5.23)  0.1151
H (0.84, 4.14, -3.10)  0.1230
H (0.38, 2.56, -2.59)  0.1045
H (3.11, 3.60, -3.46)  0.1385
H (2.61, 3.02, -1.91)  0.1268
H (4.39, 1.66, -1.88)  0.1508
H (-1.84, -0.70, -6.49)  0.0937
C (-0.58, -2.34, 4.69)  -0.1011
O (-1.66, -1.52, 4.27)  -0.1908
C (-1.26, -0.38, 3.52)  -0.1960
C (-2.21, -0.12, 2.37)  -0.1795
O (-2.13, -1.05, 1.29)  -0.1426
C (-2.60, -2.38, 1.50)  -0.1803
C (-4.10, -2.52, 1.64)  -0.2020
O (-4.57, -2.02, 2.88)  -0.1874
C (-5.77, -1.28, 2.79)  -0.1062
H (-0.07, -1.89, 5.55)  0.0775
H (-1.00, -3.30, 4.98)  0.0914
H (0.13, -2.50, 3.87)  0.0882
H (-0.25, -0.50, 3.13)  0.1245
H (-1.28, 0.48, 4.19)  0.1314
H (-1.91, 0.84, 1.93)  0.1237
H (-3.24, -0.01, 2.72)  0.1172
H (-2.07, -2.86, 2.32)  0.1193
H (-2.32, -2.91, 0.58)  0.1220
H (-4.36, -3.58, 1.59)  0.1321
H (-4.57, -1.99, 0.80)  0.0937
H (-5.74, -0.57, 1.96)  0.0775
H (-5.88, -0.72, 3.72)  0.0925
H (-6.63, -1.95, 2.67)  0.0911
C (2.33, -1.86, 9.07)  -0.1078
O (2.97, -0.77, 8.43)  -0.1932
C (2.95, -0.84, 7.02)  -0.2004
C (2.70, 0.52, 6.39)  -0.1819
O (1.37, 1.01, 6.52)  -0.1341
C (0.92, 1.41, 7.81)  -0.1803
C (1.58, 2.65, 8.37)  -0.1994
O (2.92, 2.42, 8.76)  -0.1961
C (3.80, 3.46, 8.43)  -0.1125
H (2.98, -2.74, 9.07)  0.0893
H (2.14, -1.57, 10.10)  0.0904
H (1.37, -2.10, 8.60)  0.0839
H (2.19, -1.55, 6.67)  0.1093
H (3.94, -1.19, 6.69)  0.1293
H (2.84, 0.39, 5.31)  0.1246
H (3.43, 1.25, 6.72)  0.1160
H (0.98, 0.58, 8.52)  0.1171
H (-0.14, 1.63, 7.68)  0.1271
H (1.02, 2.96, 9.27)  0.1291
H (1.52, 3.46, 7.63)  0.1236
H (3.65, 3.81, 7.40)  0.0852
H (4.82, 3.07, 8.51)  0.0893
H (3.70, 4.31, 9.12)  0.0892